Density functional theory data (ωB97M-V with the def2-TZVPD basis set) for a 6-piece molecular cluster, C6H24N12O6 overall.

Geometry (Å):
C: -1.051 0.220 0.885
O: -2.154 -0.272 1.181
N: -0.701 0.518 -0.397
N: -0.070 0.462 1.817
H: 0.261 0.710 -0.643
H: -1.389 0.403 -1.119
H: -0.388 0.394 2.771
H: 0.644 1.137 1.609
C: -4.144 0.310 -1.892
O: -4.421 0.096 -3.058
N: -3.621 1.511 -1.489
N: -4.389 -0.589 -0.902
H: -3.403 1.666 -0.520
H: -3.546 2.269 -2.136
H: -4.028 -0.531 0.036
H: -4.767 -1.481 -1.163
C: 2.603 2.112 -4.650
O: 3.570 2.610 -4.086
N: 1.514 1.650 -3.973
N: 2.620 1.900 -6.016
H: 1.592 1.496 -2.979
H: 0.638 1.428 -4.406
H: 1.795 1.551 -6.465
H: 3.470 2.097 -6.503
C: -2.977 1.000 4.757
O: -2.683 1.479 5.837
N: -2.771 1.635 3.558
N: -3.456 -0.294 4.629
H: -2.803 1.096 2.706
H: -2.465 2.583 3.460
H: -3.772 -0.593 3.723
H: -3.902 -0.679 5.441
C: 2.171 -3.047 2.356
O: 3.034 -2.261 1.977
N: 2.313 -4.410 2.202
N: 1.006 -2.627 2.961
H: 3.135 -4.635 1.670
H: 1.515 -5.012 2.262
H: 0.844 -1.635 2.933
H: 0.259 -3.297 2.968
C: 3.219 0.025 -1.169
O: 2.053 0.425 -1.157
N: 4.170 0.679 -1.911
N: 3.655 -1.050 -0.471
H: 5.096 0.298 -1.936
H: 3.965 1.555 -2.364
H: 4.583 -1.393 -0.637
H: 3.179 -1.510 0.301

Computed properties:
SMILES: NC(N)=O.NC(N)=O.NC(N)=O.NC(N)=O.NC(N)=O.NC(N)=O
LUMO energy (eV): 0.326
Gap between HOMO and LUMO (eV): 10.15
Calculated total energy (hartree): -1351.810459
Energy above the lowest of the compared OMol25 structures with the same formula, charge and spin (eV): 0.139
HOMO level (eV): -9.820